Below is a molecular structure, C7H11FN2O at a distorted geometry, with properties calculated with ωB97M-V/def2-TZVPD.

Results
Kohn-Sham gap = 0.338 Ha
E_HOMO = -8.658 eV
relative energy (zero: lowest compared OMol25 entry of this formula, charge and spin) = 3.170 eV
LUMO energy = 0.5 eV
max |F| = 0.0760 hartree/bohr

Structure (ORCA input):
```
! wB97M-V def2-TZVPD RIJCOSX def2/J DEFGRID3
* xyz 0 1
C 2.693 0.262 0.467
C 2.323 -1.012 -0.135
C 2.013 1.389 0.399
C 1.090 -1.287 -0.582
C 0.682 1.562 -0.363
C -0.216 0.248 -0.373
C -1.411 -1.194 1.009
N -2.308 1.037 -1.215
N -1.263 0.096 -1.291
O -0.772 0.091 0.911
F 0.901 1.989 -1.654
H 3.555 0.395 1.133
H 3.150 -1.636 0.015
H 2.349 2.334 1.007
H 0.553 -2.216 -0.893
H 0.140 2.283 0.153
H -2.173 -0.929 1.724
H -0.611 -1.720 1.473
H -1.868 -1.626 0.134
H -2.397 1.256 -0.223
H -1.942 1.806 -1.708
H -1.068 -0.225 -2.212
*
```



Below is a single C7H14N2O2 molecule at a distorted geometry, with properties calculated with ωB97M-V/def2-TZVPD.

Results
Kohn-Sham gap = 0.296 Ha
E_HOMO = -8.127 eV
relative energy (zero: lowest compared OMol25 entry of this formula, charge and spin) = 5.660 eV
LUMO energy = -0.1 eV
max |F| = 0.0702 hartree/bohr

Structure (ORCA input):
```
! wB97M-V def2-TZVPD RIJCOSX def2/J DEFGRID3
* xyz 0 1
C 0.203 -1.317 -2.666
C 0.338 -0.401 -1.406
C 0.654 1.046 -1.787
N -0.186 -0.781 -0.266
O -0.748 -1.946 -0.290
C -0.194 -0.145 1.129
C -0.606 -1.195 2.132
C -1.248 0.944 1.102
C 1.232 0.363 1.495
N 2.246 -0.301 0.645
O 2.604 -1.373 1.046
H 0.718 -0.899 -3.570
H -0.814 -1.591 -2.726
H 0.572 -2.243 -2.327
H -0.001 1.367 -2.718
H 1.681 1.161 -2.185
H 0.518 1.749 -0.946
H -1.592 -1.765 1.815
H -0.779 -0.727 3.233
H 0.023 -2.092 2.150
H -2.317 0.558 1.163
H -1.211 1.390 0.075
H -1.051 1.657 2.042
H 1.404 1.513 1.342
H 1.283 0.154 2.534
*
```



Below is 3 unconnected molecules or ions with the total composition C22H46IO10PS2, with properties calculated with ωB97M-V/def2-TZVPD.

Results
Kohn-Sham gap = 0.337 Ha
E_HOMO = -8.723 eV
LUMO energy = 0.4 eV
max |F| = 0.0068 hartree/bohr

Structure (ORCA input):
```
! wB97M-V def2-TZVPD RIJCOSX def2/J DEFGRID3
* xyz 0 1
C 0.866 -0.766 1.005
C 0.061 -0.628 -0.270
O -0.632 -1.871 -0.525
P -1.372 -2.076 -1.919
O -0.730 -1.414 -3.068
C -1.532 -3.865 -1.998
C -0.516 -4.452 -2.981
C -0.504 -5.977 -2.971
C 0.473 -6.545 -3.998
O 1.758 -5.959 -3.873
C 2.072 -4.962 -4.831
C 3.582 -4.738 -4.800
O 3.916 -3.357 -4.863
C 3.999 -2.775 -6.126
O 3.003 -3.306 -6.973
C 3.924 -1.263 -5.957
I 1.996 -0.729 -5.158
C 5.092 -0.742 -5.127
C 4.990 0.710 -4.677
O -2.872 -1.579 -1.668
C -3.327 -0.351 -2.271
C -4.797 -0.170 -1.938
H 0.372 -1.463 1.682
H 1.875 -1.119 0.804
H 0.948 0.201 1.501
H -0.677 0.175 -0.182
H 0.694 -0.402 -1.128
H -1.375 -4.275 -0.999
H -2.557 -4.077 -2.305
H -0.758 -4.104 -3.989
H 0.481 -4.068 -2.759
H -0.277 -6.366 -1.974
H -1.506 -6.337 -3.237
H 0.592 -7.624 -3.861
H 0.071 -6.387 -5.006
H 1.732 -5.258 -5.828
H 1.589 -4.011 -4.585
H 3.960 -5.091 -3.841
H 4.087 -5.301 -5.591
H 4.984 -2.997 -6.577
H 2.580 -2.589 -7.464
H 3.949 -0.805 -6.947
H 5.974 -0.831 -5.773
H 5.251 -1.405 -4.277
H 4.280 0.823 -3.858
H 5.963 1.064 -4.338
H 4.656 1.349 -5.496
H -3.161 -0.412 -3.346
H -2.731 0.480 -1.890
H -5.436 -0.586 -2.716
H -5.031 -0.660 -0.994
H -5.035 0.891 -1.851
O 2.180 2.073 2.264
S 2.104 3.316 2.994
O 3.162 4.285 2.872
C 0.517 4.075 2.662
C -0.406 3.495 3.729
C 0.396 3.521 5.034
C 1.786 2.948 4.727
H 0.235 3.838 1.639
H 0.645 5.151 2.778
H -1.328 4.067 3.815
H -0.674 2.468 3.472
H 0.486 4.550 5.387
H -0.092 2.951 5.822
H 2.583 3.397 5.314
H 1.818 1.865 4.825
O -2.720 3.660 6.003
S -2.735 4.903 6.735
O -1.674 5.859 6.550
C -4.329 5.683 6.495
C -5.193 5.111 7.613
C -4.314 5.123 8.872
C -2.952 4.536 8.484
H -4.675 5.451 5.491
H -4.181 6.758 6.604
H -6.102 5.695 7.748
H -5.484 4.087 7.369
H -4.188 6.150 9.219
H -4.763 4.555 9.685
H -2.119 4.977 9.025
H -2.926 3.452 8.581
*
```



Below is a molecular structure, C11H25ClIN3NdO2P at a distorted geometry, with properties calculated with ωB97M-V/def2-TZVPD.

Results
Kohn-Sham gap (spin up / spin down) = 0.244 / 0.245 Ha
E_HOMO (spin up / spin down) = -14.413 / -14.450 eV
<S²> = 3.7542
relative energy (zero: lowest compared OMol25 entry of this formula, charge and spin) = 0.000 eV
LUMO energy (spin up / spin down) = -7.8 / -7.8 eV
max |F| = 0.1171 hartree/bohr

Structure (ORCA input):
```
! wB97M-V def2-TZVPD RIJCOSX def2/J DEFGRID3
* xyz 2 4
C -1.267 4.042 -5.570
C -1.692 4.457 -4.248
H -1.452 4.862 -6.286
H -1.858 3.150 -5.834
H -0.198 3.772 -5.530
O -1.847 4.614 -3.106
I 0.483 1.257 -3.550
Nd -0.095 0.175 -1.030
P -2.828 -0.846 -0.417
C -4.093 -0.694 0.886
C -3.759 -0.221 -1.862
H -2.130 -2.901 -1.482
H -3.909 -2.862 -1.196
H -2.772 -3.213 0.156
C -2.923 -2.644 -0.768
H -3.144 -0.257 -2.770
H -4.638 -0.869 -1.972
H -5.045 -1.125 0.523
H -4.231 0.372 1.132
H -4.066 0.814 -1.677
H -3.758 -1.232 1.790
C -1.263 0.943 1.222
O -1.455 1.070 2.357
Cl 0.345 -2.125 -2.266
C 3.949 1.640 1.574
N 3.514 0.337 2.051
C 4.482 -0.462 2.791
C 2.461 -0.220 1.408
N 1.924 0.371 0.332
N 1.925 -1.383 1.872
C 1.956 -1.739 3.285
C 0.887 -2.056 1.086
H 4.776 1.964 2.200
H 3.130 2.371 1.652
H 4.289 1.604 0.524
H 4.225 -0.483 3.855
H 4.540 -1.485 2.400
H 5.450 0.025 2.675
H 2.416 1.250 0.140
H 1.007 -2.236 3.538
H 2.778 -2.443 3.482
H 2.066 -0.848 3.916
H -0.074 -1.468 1.082
H 1.248 -2.269 0.061
H 0.648 -3.014 1.575
*
```



Below is a single C5H10O2 molecule, with properties calculated with ωB97M-V/def2-TZVPD.

Results
Kohn-Sham gap = 0.403 Ha
E_HOMO = -9.994 eV
relative energy (zero: lowest compared OMol25 entry of this formula, charge and spin) = 1.456 eV
LUMO energy = 1.0 eV
max |F| = 0.0073 hartree/bohr

Structure (ORCA input):
```
! wB97M-V def2-TZVPD RIJCOSX def2/J DEFGRID3
* xyz 0 1
O 2.529 0.402 -0.107
C 1.653 -0.642 0.228
C 0.368 -0.604 -0.637
C -0.905 -0.989 0.148
C -1.638 0.356 0.352
C -0.599 1.389 -0.079
O 0.150 0.732 -1.093
H 1.995 1.022 -0.629
H 1.395 -0.597 1.299
H 2.164 -1.599 0.062
H 0.508 -1.209 -1.539
H -0.648 -1.465 1.100
H -1.525 -1.692 -0.414
H -1.979 0.511 1.379
H -2.507 0.417 -0.307
H 0.060 1.674 0.754
H -1.020 2.296 -0.518
*
```



Below is a single C4H6O2 molecule at a distorted geometry, with properties calculated with ωB97M-V/def2-TZVPD.

Results
Kohn-Sham gap = 0.354 Ha
E_HOMO = -8.718 eV
relative energy (zero: lowest compared OMol25 entry of this formula, charge and spin) = 6.085 eV
LUMO energy = 0.9 eV
max |F| = 0.0469 hartree/bohr

Structure (ORCA input):
```
! wB97M-V def2-TZVPD RIJCOSX def2/J DEFGRID3
* xyz 0 1
O -0.594 1.021 -1.608
C -0.109 1.102 -0.315
C -0.451 0.111 0.779
C -0.286 -1.528 0.059
O 0.890 -1.031 -0.585
C 0.923 0.158 0.172
H -0.184 0.230 -1.996
H -0.002 2.127 0.037
H -0.814 0.344 1.773
H 0.008 -2.066 0.959
H -1.215 -0.872 0.026
H 1.833 0.403 0.700
*
```



Calculated values (eV) of E for the records, taken in order: -15177.394, -14555.119, -83096.377, -65553.549, -9441.587, -8334.377.